Below is the molecule C3H4N2O, with properties calculated with ωB97M-V/def2-TZVPD.

Properties
- HOMO energy (eV) = -8.552
- gap between HOMO and LUMO (eV) = 9.44
- largest force on an atom (eV Å⁻¹) = 0.52
- multiplicity = 1
- structure (SMILES) = NC1=CN1C=O
- charge = 0
- energy relative to the best compared isomer or geometry (same formula, charge and spin) (kcal/mol) = 91.0
- DFT total energy (hartree) = -301.34221

Geometry (Å):
H -1.66 0.10 -1.11
C 0.30 -0.08 1.45
O 0.74 -0.96 -1.57
H -2.31 1.01 0.14
N -1.75 0.21 -0.11
N 0.87 0.53 0.18
C 1.42 -0.32 -0.79
C -0.54 0.14 0.51
H 2.51 -0.26 -0.86
H 0.67 -0.24 2.45

Below is the molecule C3H4N2O, with properties calculated with ωB97M-V/def2-TZVPD.

Properties
- HOMO energy (eV) = -9.414
- gap between HOMO and LUMO (eV) = 9.64
- largest force on an atom (eV Å⁻¹) = 0.44
- multiplicity = 1
- charge = 0
- energy relative to the best compared isomer or geometry (same formula, charge and spin) (kcal/mol) = 81.5
- DFT total energy (hartree) = -301.35732

Geometry (Å):
H 2.08 -0.05 -0.78
O -1.51 0.68 -0.86
C 0.36 0.31 0.26
H 2.04 -0.69 0.74
N -0.51 -0.87 0.44
H 0.14 0.93 1.16
C -0.31 1.24 -0.73
C -1.56 -0.56 -0.17
H -2.50 -1.08 -0.24
N 1.77 0.10 0.17

Below is the molecule C3H4N2O, with properties calculated with ωB97M-V/def2-TZVPD.

Properties
- HOMO energy (spin up / spin down) (eV) = -8.941 / -8.943
- gap between HOMO and LUMO (spin up / spin down) (eV) = 8.31 / 8.31
- largest force on an atom (eV Å⁻¹) = 0.48
- multiplicity = 1
- charge = 0
- energy relative to the best compared isomer or geometry (same formula, charge and spin) (kcal/mol) = 130.5
- DFT total energy (hartree) = -301.27924

Geometry (Å):
C -0.14 0.54 1.33
N 0.12 -2.39 -2.04
N -0.93 1.13 0.56
H -0.48 -0.39 -1.33
H -1.57 1.73 1.06
C 0.10 -1.33 -1.55
H -0.07 0.57 2.42
O 0.78 -0.36 0.82
C 1.20 -0.26 -0.45
H 0.98 0.76 -0.82

Below is the molecule C3H4N2O, with properties calculated with ωB97M-V/def2-TZVPD.

Properties
- HOMO energy (eV) = -9.788
- gap between HOMO and LUMO (eV) = 10.61
- largest force on an atom (eV Å⁻¹) = 0.80
- multiplicity = 1
- structure (SMILES) = [H]/N=C/N1CC1=O
- charge = 0
- energy relative to the best compared isomer or geometry (same formula, charge and spin) (kcal/mol) = 59.7
- DFT total energy (hartree) = -301.39203

Geometry (Å):
O 1.52 -0.72 1.71
N -0.17 0.53 0.48
H 1.29 0.50 -1.20
H -2.02 0.37 -0.51
C 1.11 0.95 -0.22
C -1.18 -0.24 -0.15
N -1.07 -1.49 -0.24
H 1.38 1.99 -0.11
H -1.90 -1.89 -0.69
C 1.03 0.02 0.92

Look up the largest force on an atom of the third one. 0.48 eV Å⁻¹

Repeat the first record exactly.
Below is the molecule C3H4N2O, with properties calculated with ωB97M-V/def2-TZVPD.

Properties
- HOMO energy (eV) = -8.552
- gap between HOMO and LUMO (eV) = 9.44
- largest force on an atom (eV Å⁻¹) = 0.52
- multiplicity = 1
- structure (SMILES) = NC1=CN1C=O
- charge = 0
- energy relative to the best compared isomer or geometry (same formula, charge and spin) (kcal/mol) = 91.0
- DFT total energy (hartree) = -301.34221

Geometry (Å):
H -1.66 0.10 -1.11
C 0.30 -0.08 1.45
O 0.74 -0.96 -1.57
H -2.31 1.01 0.14
N -1.75 0.21 -0.11
N 0.87 0.53 0.18
C 1.42 -0.32 -0.79
C -0.54 0.14 0.51
H 2.51 -0.26 -0.86
H 0.67 -0.24 2.45